Entry 1:
Here is a 7-piece molecular cluster, C32H62O20S overall from the Open Molecules 2025 dataset. Energies are from ωB97M-V with the def2-TZVPD basis set.

* total charge: 0
* HOMO energy: -8.8 eV
* SMILES: CCCCCCC[C@H]1C[C@@H](CCCS)OC1=O.COC(=O)OC.COC(=O)OC.COC(=O)OC.COC(=O)OC.COC(=O)OC.COC(=O)OC
* Kohn-Sham gap: 9.31 eV

Last column: Löwdin charge in e.
Positions of all 115 atoms, in Å:
1 C 5.765 -1.349 0.451  -0.13
2 C 4.890 -1.583 -0.894  -0.24
3 C 3.661 -0.525 -0.806  -0.23
4 C 2.474 -0.844 -1.828  -0.22
5 C 1.866 -2.323 -1.686  -0.22
6 C 0.455 -2.492 -2.473  -0.19
7 C -0.781 -2.180 -1.508  -0.16
8 C -2.006 -3.205 -1.621  -0.15
9 C -2.656 -3.132 -0.128  -0.09
10 C -4.223 -2.728 -0.314  -0.29
11 C -4.542 -1.187 -0.054  -0.14
12 C -6.016 -0.884 0.476  -0.24
13 C -7.090 -0.660 -0.715  -0.54
14 S -7.594 -2.257 -1.525  0.64
15 O -4.484 -3.232 -1.660  -0.06
16 C -3.329 -2.786 -2.411  -0.33
17 O -3.507 -2.170 -3.467  0.10
18 H 5.236 -0.698 1.221  0.06
19 H 5.895 -2.378 0.930  0.07
20 H 6.783 -0.917 0.194  0.07
21 H 5.583 -1.363 -1.767  0.10
22 H 4.526 -2.654 -0.987  0.09
23 H 3.322 -0.408 0.281  0.10
24 H 4.133 0.485 -1.100  0.11
25 H 1.657 -0.062 -1.663  0.11
26 H 2.929 -0.767 -2.882  0.12
27 H 2.651 -3.036 -2.136  0.10
28 H 1.742 -2.645 -0.590  0.11
29 H 0.508 -1.713 -3.319  0.11
30 H 0.429 -3.522 -2.960  0.11
31 H -0.374 -2.239 -0.435  0.11
32 H -1.178 -1.129 -1.673  0.13
33 H -1.740 -4.267 -1.940  0.16
34 H -2.507 -4.108 0.430  0.12
35 H -2.289 -2.266 0.519  0.11
36 H -4.697 -3.324 0.531  0.15
37 H -3.808 -0.785 0.726  0.12
38 H -4.344 -0.640 -1.038  0.11
39 H -5.971 0.132 1.016  0.11
40 H -6.408 -1.626 1.243  0.11
41 H -6.651 0.056 -1.487  0.06
42 H -8.031 -0.137 -0.313  0.08
43 H -8.993 -2.232 -1.425  -0.13
44 C -2.822 5.182 1.368  -0.05
45 O -3.611 4.112 0.851  0.00
46 C -3.321 3.778 -0.417  -0.60
47 O -2.482 4.294 -1.111  0.13
48 O -4.129 2.768 -0.775  -0.01
49 C -3.931 2.306 -2.111  -0.04
50 H -3.141 5.364 2.394  0.09
51 H -1.764 4.911 1.378  0.10
52 H -2.981 6.093 0.788  0.10
53 H -2.917 1.920 -2.239  0.10
54 H -4.134 3.103 -2.828  0.10
55 H -4.634 1.492 -2.292  0.08
56 C 10.399 0.473 1.969  -0.05
57 O 9.373 1.043 1.156  -0.01
58 C 9.637 2.287 0.728  -0.61
59 O 10.630 2.924 0.970  0.13
60 O 8.599 2.698 -0.019  0.00
61 C 8.743 4.016 -0.545  -0.05
62 H 10.081 -0.529 2.257  0.10
63 H 11.333 0.391 1.409  0.10
64 H 10.544 1.063 2.876  0.09
65 H 9.611 4.074 -1.205  0.10
66 H 8.822 4.747 0.262  0.10
67 H 7.850 4.240 -1.128  0.09
68 C 7.419 0.621 4.279  -0.04
69 O 7.234 0.321 5.661  0.00
70 C 8.209 -0.431 6.193  -0.61
71 O 9.179 -0.848 5.612  0.13
72 O 7.915 -0.639 7.486  -0.02
73 C 8.874 -1.432 8.185  -0.05
74 H 6.577 1.231 3.952  0.10
75 H 8.337 1.193 4.128  0.09
76 H 7.432 -0.295 3.684  0.10
77 H 9.849 -0.942 8.190  0.10
78 H 8.944 -2.429 7.745  0.10
79 H 8.533 -1.533 9.216  0.10
80 C -7.024 4.958 -6.845  -0.05
81 O -6.479 4.021 -5.916  -0.03
82 C -6.257 2.800 -6.430  -0.60
83 O -6.475 2.459 -7.565  0.13
84 O -5.751 2.027 -5.458  -0.01
85 C -5.463 0.687 -5.862  -0.03
86 H -7.162 5.905 -6.322  0.10
87 H -6.336 5.120 -7.677  0.10
88 H -7.997 4.620 -7.207  0.10
89 H -4.712 0.677 -6.655  0.10
90 H -6.372 0.178 -6.186  0.10
91 H -5.060 0.158 -4.998  0.09
92 C -8.828 4.638 -3.819  -0.04
93 O -9.671 3.672 -3.192  0.01
94 C -10.763 3.355 -3.903  -0.60
95 O -11.065 3.808 -4.978  0.12
96 O -11.462 2.445 -3.207  0.00
97 C -12.661 2.013 -3.848  -0.05
98 H -7.978 4.819 -3.160  0.10
99 H -8.452 4.262 -4.769  0.07
100 H -9.361 5.581 -3.959  0.10
101 H -12.435 1.532 -4.802  0.10
102 H -13.345 2.851 -3.991  0.10
103 H -13.141 1.281 -3.198  0.09
104 C 5.669 -7.769 6.707  -0.05
105 O 6.067 -6.481 6.241  0.00
106 C 5.725 -5.471 7.056  -0.60
107 O 5.135 -5.575 8.102  0.12
108 O 6.155 -4.327 6.504  0.01
109 C 5.858 -3.160 7.269  -0.03
110 H 5.997 -8.504 5.972  0.09
111 H 6.147 -7.998 7.662  0.10
112 H 4.583 -7.828 6.796  0.10
113 H 6.343 -3.206 8.246  0.10
114 H 4.779 -3.036 7.379  0.10
115 H 6.249 -2.298 6.730  0.08

Atoms 1-3, force components in eV/Å:
C -0.0715 -1.1716 -0.2982
C -0.1404 1.1438 1.1053
C 0.7846 -0.1068 -0.9452



Entry 2:
Here is a 5-piece molecular cluster, C32H63BBrN5O14PS4 overall from the Open Molecules 2025 dataset. Energies are from ωB97M-V with the def2-TZVPD basis set.

* total charge: +1
* HOMO energy: -11.4 eV
* Kohn-Sham gap: 8.18 eV

Last column: Löwdin charge in e.
Positions of all 121 atoms, in Å:
1 C -7.492 -2.969 -3.619  -0.07
2 C -5.928 -2.984 -3.178  -0.21
3 O -5.351 -1.742 -3.685  -0.02
4 B -3.922 -1.810 -3.789  -0.60
5 O -3.365 -2.051 -5.104  0.12
6 N -3.039 -1.592 -2.555  -0.03
7 P -3.154 -0.008 -1.806  0.77
8 N -1.832 0.876 -1.961  -0.28
9 C -2.283 -2.649 -2.204  -0.22
10 N -2.285 -3.871 -2.970  0.18
11 C -1.339 -4.746 -2.312  -0.09
12 C -0.999 -6.231 -2.783  -0.13
13 C -2.002 -7.318 -2.099  -0.69
14 C -3.339 -7.329 -3.032  -0.13
15 Br -1.219 -9.156 -2.054  0.69
16 N -0.854 -3.967 -1.201  -0.03
17 C 0.178 -4.659 -0.374  -0.11
18 C -0.468 -5.377 0.930  -0.12
19 C 0.647 -6.468 1.420  -0.08
20 C -0.128 -7.712 2.085  -0.38
21 O -0.462 -7.570 3.292  0.07
22 O -0.445 -8.880 1.311  -0.01
23 N -1.406 -2.712 -1.070  0.03
24 C -1.029 -1.827 0.051  -0.11
25 C 0.361 -1.029 -0.269  -0.14
26 C 1.258 -0.970 1.095  -0.16
27 C 2.670 -1.727 0.962  -0.17
28 O 2.717 -3.040 1.602  -0.13
29 C 2.601 -2.951 3.018  -0.25
30 O 3.597 -3.233 3.733  0.06
31 H -7.815 -3.925 -4.148  0.05
32 H -8.176 -2.725 -2.735  0.09
33 H -7.615 -2.121 -4.397  0.09
34 H -5.384 -3.934 -3.497  0.12
35 H -5.947 -2.880 -2.024  0.13
36 H -3.714 -2.929 -5.398  0.12
37 H -4.221 0.727 -2.462  0.05
38 H -3.587 -0.210 -0.448  0.01
39 H -1.161 0.259 -2.470  -0.01
40 H 0.108 -6.504 -2.611  0.11
41 H -1.146 -6.246 -3.927  0.14
42 H -2.237 -6.928 -1.049  0.08
43 H -2.993 -7.510 -4.120  0.10
44 H -4.014 -8.165 -2.655  0.08
45 H -3.799 -6.285 -2.988  0.07
46 H 0.872 -3.833 0.045  0.12
47 H 0.863 -5.350 -0.979  0.13
48 H -0.547 -4.546 1.728  0.12
49 H -1.477 -5.861 0.700  0.11
50 H 1.332 -6.001 2.221  0.13
51 H 1.330 -6.792 0.558  0.12
52 H -1.356 -8.714 0.954  0.09
53 H -0.767 -2.494 0.960  0.11
54 H -1.856 -1.132 0.432  0.12
55 H 0.191 0.056 -0.568  0.10
56 H 0.909 -1.636 -1.085  0.12
57 H 1.505 0.142 1.296  0.11
58 H 0.649 -1.303 2.023  0.11
59 H 3.482 -1.040 1.414  0.13
60 H 2.849 -1.908 -0.157  0.14
61 H 1.610 -2.673 3.532  0.16
62 C 6.130 1.647 2.499  -0.22
63 C 7.021 2.189 1.379  -0.21
64 C 6.174 2.246 0.106  -0.22
65 S 4.482 2.471 0.640  0.67
66 O 3.724 1.290 0.282  -0.34
67 O 4.045 3.803 0.290  -0.32
68 C 4.820 2.417 2.392  -0.23
69 H 6.590 1.774 3.480  0.12
70 H 5.951 0.578 2.344  0.12
71 H 7.363 3.195 1.640  0.12
72 H 7.909 1.569 1.234  0.12
73 H 6.465 3.081 -0.533  0.11
74 H 6.230 1.312 -0.455  0.11
75 H 3.994 1.934 2.915  0.11
76 H 4.938 3.445 2.741  0.11
77 C -9.811 -8.441 -2.603  -0.22
78 C -10.393 -8.123 -3.981  -0.21
79 C -9.499 -7.060 -4.623  -0.22
80 S -7.868 -7.291 -3.925  0.66
81 O -7.535 -6.126 -3.134  -0.34
82 O -6.982 -7.809 -4.943  -0.33
83 C -8.313 -8.617 -2.818  -0.23
84 H -10.262 -9.336 -2.169  0.12
85 H -9.996 -7.604 -1.921  0.12
86 H -10.389 -9.028 -4.597  0.12
87 H -11.427 -7.778 -3.913  0.12
88 H -9.448 -7.177 -5.706  0.11
89 H -9.833 -6.051 -4.373  0.11
90 H -7.736 -8.543 -1.897  0.11
91 H -8.097 -9.561 -3.323  0.11
92 C 4.293 9.306 0.237  -0.21
93 C 3.210 8.472 0.923  -0.21
94 C 3.872 7.191 1.434  -0.22
95 S 5.585 7.604 1.746  0.66
96 O 6.412 6.861 0.822  -0.33
97 O 5.824 7.600 3.172  -0.33
98 C 5.486 9.294 1.183  -0.23
99 H 3.953 10.324 0.033  0.12
100 H 4.567 8.844 -0.717  0.12
101 H 2.796 9.035 1.767  0.12
102 H 2.384 8.245 0.245  0.12
103 H 3.411 6.841 2.358  0.11
104 H 3.846 6.400 0.683  0.09
105 H 6.420 9.581 0.701  0.11
106 H 5.302 9.925 2.055  0.08
107 C 5.395 11.999 6.085  -0.22
108 C 6.286 12.541 4.966  -0.21
109 C 5.440 12.599 3.693  -0.22
110 S 3.747 12.823 4.226  0.67
111 O 2.992 11.643 3.868  -0.33
112 O 3.310 14.155 3.876  -0.32
113 C 4.084 12.768 5.978  -0.23
114 H 5.855 12.126 7.067  0.12
115 H 5.216 10.930 5.930  0.12
116 H 6.628 13.547 5.227  0.12
117 H 7.174 11.921 4.821  0.12
118 H 5.732 13.433 3.054  0.11
119 H 5.496 11.664 3.133  0.07
120 H 3.259 12.286 6.500  0.11
121 H 4.202 13.796 6.327  0.11

Atoms 1-3, force components in eV/Å:
C 0.3540 0.5409 -0.8429
C -2.3026 0.1503 1.4681
O 2.9190 -0.8792 0.1208



Respective strongest force on any atom values: 3.8 5.6 eV/Å.
Respective E values: -3159.40764 -7116.81662 hartree.